Record 1
59
Properties=species:S:1:pos:R:3 method="wB97M-V/def2-TZVPD" orbital_gap_ev=9.685 e_homo_ev=-9.91 lumo_ev=-0.226
H -0.20 2.50 0.98
H 1.54 -3.29 -1.45
O 1.56 1.35 2.38
O -2.16 -1.61 2.65
H 0.44 -2.54 0.64
H -0.26 1.63 3.30
O -4.27 -0.25 -2.15
H -3.54 -1.78 -2.48
H 2.72 -0.38 -2.51
H 3.61 1.82 0.49
H 3.06 -1.15 1.12
H -0.59 0.99 -3.08
H 1.96 -2.06 3.46
H -1.27 0.91 4.30
H 1.15 1.59 0.45
H -3.57 0.42 -2.20
C -0.48 3.71 -1.54
H -2.25 -1.87 1.70
O 3.41 -0.78 -1.95
H -2.41 2.60 -1.24
H -2.19 1.38 -3.45
C 0.27 2.07 0.10
H -0.37 -0.37 -1.46
H -1.10 2.40 -3.95
H -3.23 -3.14 0.50
C -1.40 2.39 -1.61
H -1.99 -0.67 2.41
O 2.44 -2.30 2.64
O 3.87 2.07 1.39
O 0.10 -1.64 3.97
H 1.18 4.09 -0.22
H -2.02 -1.97 -2.41
C 0.78 3.24 -0.83
H -0.82 -1.89 3.73
H -1.52 1.26 -0.03
H 2.38 1.85 2.14
H -4.60 0.14 -1.32
H 1.64 -0.43 1.06
O -2.86 -2.48 -2.39
H 4.40 1.28 1.56
H 3.21 -0.35 -1.10
O 2.51 -0.49 0.68
H 2.27 -3.22 2.39
C -1.30 1.85 -3.02
H -0.26 4.03 -2.58
H -1.01 4.52 -1.06
O -0.39 -1.19 -1.98
O 0.18 -3.02 -0.16
H -0.81 -2.91 -0.10
H 0.27 -1.81 -1.60
O -2.46 -2.69 0.12
O 2.32 -3.44 -1.99
H 1.63 0.66 3.05
N -0.77 1.38 -0.70
O -0.84 0.86 3.44
H -2.69 -2.71 -0.88
H 0.24 -0.69 4.03
H 1.62 2.77 -1.33
H 2.89 -2.65 -1.92

---

Record 2
16
Properties=species:S:1:pos:R:3 method="wB97M-V/def2-TZVPD" total_charge=+4 orbital_gap_ev="8.286 / 4.946" e_homo_ev="-25.70 / -26.42" spin_multiplicity=3 lumo_ev="-17.414 / -21.472"
C -0.75 -0.65 2.75
Cl -0.65 2.63 0.05
H -2.46 -1.73 3.28
C 2.17 2.52 1.27
N -0.07 -0.16 1.95
Bi 0.88 0.70 0.02
C -1.60 -1.23 3.75
O 2.24 3.60 1.64
Cl -0.81 -1.32 -1.05
H -1.97 -0.45 4.43
Au 0.17 -0.81 -3.08
C 0.89 -1.48 -4.78
H -1.04 -1.97 4.35
O 1.26 -2.08 -5.69
C 0.75 0.71 -4.20
O 1.00 1.73 -4.68

---

Record 3
15
Properties=species:S:1:pos:R:3 method="wB97M-V/def2-TZVPD" orbital_gap_ev="9.771 / 6.165" e_homo_ev="-10.05 / -7.40" lumo_ev="-0.278 / -1.231"
N -1.36 0.59 -1.19
C -0.94 1.94 0.55
N -0.08 0.43 -0.77
C 0.24 1.31 0.25
F 1.14 -3.34 0.46
Cl 0.19 -1.72 -2.29
F 2.02 -0.17 -1.37
C -1.88 1.52 -0.43
H -2.83 1.85 -0.43
H -1.00 2.66 1.44
F -0.19 -1.67 1.26
C 0.75 -0.44 -1.39
F 1.71 -2.06 2.15
H 1.20 1.14 0.74
C 1.04 -2.04 1.02

---

Record 4
9
Properties=species:S:1:pos:R:3 method="wB97M-V/def2-TZVPD" orbital_gap_ev=8.178 e_homo_ev=-8.99 lumo_ev=-0.811
C 1.88 -2.22 1.31
H -0.08 -0.88 -1.11
C -0.35 -0.07 -0.45
C 0.05 -0.35 0.98
F 2.80 -3.10 1.51
H 0.13 0.51 1.65
C 1.08 -1.33 1.29
C -1.41 -0.40 0.51
H -0.31 0.90 -0.92

---

Record 5
9
Properties=species:S:1:pos:R:3 method="wB97M-V/def2-TZVPD" orbital_gap_ev="8.317 / 8.315" e_homo_ev="-8.51 / -8.51" lumo_ev="-0.196 / -0.197"
H 0.65 1.61 -0.31
C 1.11 -1.09 1.12
C 0.18 -0.88 0.36
F 1.93 -1.62 1.90
C -0.07 -0.49 -1.14
C -0.26 1.00 -0.86
C -0.94 0.02 -0.01
H -1.80 -0.07 0.50
H -0.80 1.52 -1.57

---

Record 6
9
Properties=species:S:1:pos:R:3 method="wB97M-V/def2-TZVPD" orbital_gap_ev=11.348 e_homo_ev=-10.43 smiles=C#CC(F)C#C lumo_ev=0.915
C -2.23 -0.15 -0.43
C 1.09 0.57 0.05
C 1.89 1.40 -0.27
H 2.53 2.19 -0.54
H 0.25 -0.93 1.58
H -3.17 0.13 -0.80
C 0.14 -0.82 0.49
C -1.18 -0.49 0.04
F 0.68 -1.90 -0.13

---

How do the records compare in energy relative to the best compared isomer or geometry (same formula, charge and spin)? In the order shown, they have 3.778 0.302 1.648 3.675 4.717 1.234 eV.
How do the records compare in molecular weight? In the order shown, they have 337.4 601.9 202.5 82.1 82.1 82.1 g mol⁻¹.